1.
The following is a quantum chemistry calculation of a structure of composition C11H24OSi in a non-equilibrium geometry, from the OMol25 dataset.

The calculation puts the LUMO energy at 0.80 eV. The energy above the lowest of the compared OMol25 structures with the same formula, charge and spin comes out at 3.380 eV. The HOMO-LUMO gap comes out at 9.3 eV. As for the spin multiplicity: 1. The molecular weight comes out at 200.4 g mol⁻¹. The strongest force on any atom comes out at 0.11119 Eh/bohr.

XYZ file:
```
37
Properties=species:S:1:pos:R:3:forces:R:3
C -3.461 0.421 -0.665 1.833 3.938 2.455
C -2.146 0.264 -0.418 -0.753 1.207 0.078
C -0.621 1.763 -3.003 0.232 -1.088 0.619
C 1.459 1.599 -1.589 0.313 1.803 0.455
C -1.473 2.737 0.102 0.856 0.120 0.781
C 2.543 -1.503 1.864 -1.871 -2.141 -2.968
C 0.106 -2.752 2.357 5.376 1.926 0.278
C 1.345 -3.008 0.077 -0.515 2.746 3.033
C 0.022 1.105 -1.764 -0.896 2.664 1.643
C -1.083 1.273 -0.076 1.901 -0.046 -1.724
C 1.138 -2.065 1.351 -0.212 0.300 -0.841
O 0.403 -0.942 0.839 -0.244 -0.295 -0.635
Si 0.070 0.574 1.355 -0.300 -0.729 -0.471
H -4.103 -0.281 -0.970 -1.817 -3.171 -1.148
H -4.054 1.315 -0.320 1.135 -0.398 -0.755
H -1.729 -0.702 -0.497 0.361 -1.110 -0.508
H -0.590 2.826 -2.897 -0.507 0.885 0.172
H 0.155 1.598 -3.850 -1.843 -0.331 0.882
H -1.692 1.350 -3.052 1.654 0.723 -0.815
H 1.774 1.549 -0.459 -0.130 0.089 -2.443
H 1.430 2.763 -1.940 0.538 -2.684 1.006
H 2.173 1.016 -2.288 -0.990 0.999 1.293
H -2.189 3.124 -0.578 -0.418 0.177 -1.239
H -1.921 2.993 1.038 -0.827 -0.698 1.154
H -0.645 3.450 0.225 0.366 -0.436 -0.927
H 3.182 -2.379 2.052 -0.068 0.814 0.911
H 2.952 -0.965 0.986 -0.092 -0.269 0.436
H 2.205 -0.784 2.538 0.675 0.905 2.112
H 0.616 -3.585 2.733 0.220 -1.850 0.410
H -0.729 -2.915 1.839 -3.327 -0.986 -1.906
H -0.065 -2.150 3.209 -0.346 1.024 0.784
H 0.378 -3.399 0.012 -0.899 -1.857 -0.625
H 1.484 -2.363 -0.735 0.385 1.005 -1.315
H 2.234 -3.527 0.270 0.701 -1.789 -0.055
H -0.024 0.111 -2.004 -0.006 -2.793 0.316
H 1.471 1.073 1.551 -0.602 0.804 0.082
H -0.614 0.419 2.705 0.119 0.543 -0.523
```
Positions in Å, forces in eV/Å.

***

2.
The following is a quantum chemistry calculation of a structure of composition C11H25AgFINNbO2P in a non-equilibrium geometry, from the OMol25 dataset.

The calculation puts the LUMO energy (alpha / beta) at -3.36 / -3.36 eV. The HOMO-LUMO gap (alpha / beta) comes out at 3.9 / 4.1 eV. As for the spin multiplicity: 2. The molecular weight comes out at 581.0 g mol⁻¹. The strongest force on any atom comes out at 0.15008 Eh/bohr.

XYZ file:
```
44
Properties=species:S:1:pos:R:3:forces:R:3
C 3.703 -1.476 1.532 -1.018 0.310 -0.360
C 3.198 -0.560 0.225 3.131 0.434 -1.269
N 2.385 0.628 0.554 -0.719 -0.890 -0.930
Nb 0.293 0.390 0.856 1.091 0.472 -0.323
C -1.903 0.426 1.431 -2.052 0.831 0.693
C -2.984 -0.118 0.357 0.634 -2.232 1.192
C -3.427 -1.653 0.852 -0.599 0.600 0.464
I -4.848 1.090 0.567 0.593 -0.432 -0.503
C 0.566 -1.077 2.639 1.718 -3.014 6.893
O 1.397 -0.734 3.660 -4.154 -1.845 -5.791
O -0.164 -2.372 2.734 2.633 4.951 -0.812
C 0.063 -1.296 -0.657 -1.647 -1.233 -2.082
F 0.712 -2.568 -0.155 -0.265 1.412 -1.006
C 0.589 -0.900 -2.197 0.643 -1.718 0.199
C -0.637 -0.779 -3.282 0.274 -0.598 -0.996
P 0.007 2.240 -0.942 -0.786 0.810 1.153
C 0.505 3.951 -0.155 0.252 1.003 0.595
C -1.770 2.348 -1.590 -1.113 1.160 -1.083
H 3.732 -0.812 2.495 -0.085 -1.548 -1.762
H 2.900 -2.358 1.592 0.446 1.837 0.163
H 4.733 -1.976 1.251 -0.950 1.527 0.061
H 4.239 -0.130 -0.189 -2.053 -1.046 0.776
H 2.837 -1.270 -0.627 0.224 1.087 1.764
H 2.612 1.451 -0.063 0.222 -1.308 1.154
H 0.473 1.742 2.110 -0.287 -0.088 -0.134
H -2.227 1.540 1.715 0.941 -2.290 -0.571
H -2.077 -0.188 2.440 0.318 1.274 -2.108
H -2.648 -0.162 -0.761 -0.833 0.442 2.154
H -4.127 -2.157 0.061 1.501 0.804 1.426
H -2.492 -2.316 1.146 -1.819 1.421 -0.877
H -4.082 -1.517 1.840 1.525 -0.313 -2.126
H -1.061 -1.649 -0.853 2.367 0.569 0.536
H 1.234 -1.847 -2.534 -1.323 1.907 0.707
H 1.340 0.004 -2.198 -1.758 -1.662 -0.063
H -0.858 0.309 -3.661 0.430 -2.099 0.952
H -1.641 -1.309 -2.926 2.211 1.293 -0.539
H -0.292 -1.396 -4.244 -0.826 1.430 1.986
H 0.081 4.864 -0.766 0.964 -1.837 1.053
H 0.139 4.054 0.963 0.604 -0.395 -2.394
H 1.692 4.007 -0.107 -2.537 -0.122 -0.272
H -1.830 3.243 -2.377 0.147 -1.797 1.689
H -2.105 1.387 -2.213 0.855 2.063 1.753
H -2.511 2.611 -0.721 1.244 -0.724 -1.710
Ag 4.252 -3.664 2.200 -0.145 -0.448 0.348
```
Positions in Å, forces in eV/Å.

***

3.
The following is a quantum chemistry calculation of a structure of composition C11H25AuClNO6P2 in a non-equilibrium geometry, from the OMol25 dataset.

The calculation puts the LUMO energy (alpha / beta) at -0.24 / -3.17 eV. The energy above the lowest of the compared OMol25 structures with the same formula, charge and spin comes out at 0.000 eV. The HOMO-LUMO gap (alpha / beta) comes out at 5.2 / 5.8 eV. As for the spin multiplicity: 3. The molecular weight comes out at 561.7 g mol⁻¹. The strongest force on any atom comes out at 0.03353 Eh/bohr.

XYZ file:
```
47
Properties=species:S:1:pos:R:3:forces:R:3
C -0.128 -0.466 -3.813 -0.107 -0.199 0.394
C 0.252 -0.253 -2.477 0.309 0.314 -0.278
N -0.576 -0.587 -1.486 0.334 0.065 0.468
C -1.761 -1.143 -1.703 -0.585 -0.496 -0.192
C -2.190 -1.420 -3.010 0.360 0.344 0.261
C -1.360 -1.067 -4.080 0.108 0.090 0.512
C 1.575 0.386 -2.110 0.360 0.366 -0.197
P 2.102 -0.038 -0.402 0.437 0.346 -0.102
Au 0.164 -0.089 0.929 -0.170 -0.751 0.054
P -2.130 -0.596 1.018 -0.854 0.592 0.389
C -2.601 -1.521 -0.490 -0.195 -0.295 -0.064
O 1.595 3.210 -2.004 0.006 0.801 1.023
O 1.238 3.397 0.660 -0.797 -0.564 0.462
H 0.567 -0.180 -4.600 -0.236 -0.075 0.109
H -3.158 -1.894 -3.151 0.181 0.088 -0.089
H -1.670 -1.261 -5.105 0.067 0.038 0.202
C 2.974 -1.616 -0.507 0.302 -0.095 -0.150
C 3.335 1.159 0.136 0.418 0.119 -0.376
H -3.666 -1.355 -0.692 0.156 -0.143 -0.083
H -2.476 -2.589 -0.248 0.051 0.197 -0.238
H 1.537 1.545 -2.170 -0.081 -1.721 0.063
H 2.361 0.029 -2.795 -0.253 0.227 -0.034
C -2.607 -1.530 2.480 -0.369 -0.270 -0.082
C -3.209 0.862 0.980 -0.315 -0.110 0.070
H 0.607 2.610 0.873 0.915 1.125 -0.132
H 1.534 3.768 1.504 -0.175 -0.140 -0.244
H 1.451 3.466 -1.037 0.087 -0.194 -1.105
H 0.924 3.654 -2.526 -0.101 0.218 0.083
H 0.336 -1.763 1.241 0.242 -0.138 0.082
H -0.308 1.537 0.922 -0.017 0.494 0.134
H 3.854 -1.505 -1.160 -0.185 -0.162 0.180
H 3.297 -1.903 0.505 -0.142 0.026 -0.330
H 2.307 -2.391 -0.910 0.163 0.186 0.169
H 4.156 1.196 -0.593 -0.026 0.110 0.269
H 2.863 2.147 0.243 0.253 -0.470 -0.058
H 3.710 0.830 1.115 -0.096 0.081 -0.263
H -4.264 0.548 1.009 0.205 0.253 0.004
H -2.972 1.486 1.853 -0.089 -0.140 -0.285
H -3.009 1.435 0.065 -0.039 -0.116 0.266
H -3.681 -1.760 2.450 0.227 -0.035 0.167
H -2.008 -2.448 2.535 -0.128 0.243 0.040
H -2.369 -0.922 3.365 -0.030 -0.166 -0.240
O 1.967 -0.773 5.307 -0.860 0.284 -0.543
Cl 0.682 -0.605 4.660 -0.226 -0.809 0.075
O 0.182 -1.890 4.173 0.386 1.099 0.286
O -0.286 -0.013 5.568 0.671 -0.208 -0.750
O 0.857 0.312 3.479 -0.163 -0.410 0.077
```
Positions in Å, forces in eV/Å.

***

4.
The following is a quantum chemistry calculation of a structure of composition C11H25BF4NO2P2Ti in a non-equilibrium geometry, from the OMol25 dataset.

The calculation puts the LUMO energy (alpha / beta) at -0.21 / -0.16 eV. The HOMO-LUMO gap (alpha / beta) comes out at 6.7 / 6.8 eV. As for the spin multiplicity: 2. The molecular weight comes out at 399.9 g mol⁻¹. The strongest force on any atom comes out at 0.05848 Eh/bohr.

XYZ file:
```
47
Properties=species:S:1:pos:R:3:forces:R:3
C 3.322 0.802 -0.865 1.070 0.230 -1.002
C 2.257 0.001 -0.351 -0.277 -0.857 1.863
N 0.991 0.128 -0.926 -0.375 0.247 0.248
C 0.926 0.666 -2.163 0.889 0.070 -0.834
C 2.044 1.127 -2.844 -1.230 -0.220 -0.297
C 3.267 1.237 -2.170 -0.085 -0.302 0.978
C 2.465 -0.920 0.694 -0.064 1.886 0.615
P 1.067 -1.704 1.538 0.932 -0.441 -1.476
Ti -0.733 -0.724 0.066 0.051 -0.171 0.825
P -1.872 0.588 -1.803 0.831 -0.832 -2.059
C -0.378 0.607 -2.905 -0.835 0.066 -0.598
O 2.750 3.068 2.957 0.289 0.044 -0.206
O -0.798 2.059 4.981 -0.387 0.143 -1.582
H 4.225 0.953 -0.259 -0.439 -0.314 -0.318
H 1.917 1.393 -3.890 0.152 0.135 0.241
H 4.119 1.644 -2.700 0.050 0.199 0.291
C 1.724 -3.362 1.130 -0.454 -0.366 0.149
C 0.978 -1.702 3.366 0.337 0.311 0.303
H -0.492 1.456 -3.611 0.288 -0.517 0.267
H -0.424 -0.335 -3.493 0.065 0.444 0.329
H 3.344 2.307 3.105 -0.231 0.795 -0.421
H 3.491 -1.009 1.102 -0.710 0.044 -0.270
C -3.156 -0.207 -2.754 -0.601 -0.062 -0.532
C -2.323 2.357 -1.798 -0.181 -0.159 0.192
H -1.800 0.903 0.247 0.040 2.896 0.810
H -1.556 2.318 4.379 1.523 -0.503 0.959
H -0.020 1.889 4.394 -1.086 0.394 0.596
H 3.161 3.693 2.323 -0.116 -0.899 0.614
H -0.497 -1.992 -0.860 0.207 -0.851 -0.782
H -1.627 1.696 0.169 -0.063 -1.362 1.743
H 2.642 -3.441 1.724 -0.086 -0.315 -0.152
H 1.052 -4.207 1.297 0.118 0.040 0.162
H 1.986 -3.294 0.069 -0.102 -0.177 0.332
H 1.975 -1.841 3.803 -0.186 0.096 -0.019
H 0.532 -0.768 3.738 0.221 -0.221 -0.112
H 0.340 -2.525 3.722 0.137 0.185 -0.377
H -2.590 2.671 -2.812 0.072 -0.049 0.186
H -3.177 2.497 -1.126 0.070 0.126 -0.157
H -1.482 2.956 -1.433 -0.115 -0.035 -0.099
H -3.557 0.466 -3.521 0.008 -0.211 0.024
H -2.757 -1.112 -3.219 -0.075 0.089 0.121
H -3.950 -0.499 -2.061 0.027 0.024 -0.196
F -2.273 -1.315 1.222 -0.101 0.080 -0.619
B -3.610 -2.042 0.501 0.287 -0.173 -0.090
F -2.995 -2.634 -0.603 -0.718 0.486 0.780
F -4.099 -2.894 1.444 0.357 0.544 -0.541
F -4.411 -0.956 0.198 0.498 -0.537 0.109
```
Positions in Å, forces in eV/Å.